Here is one molecule with the formula C5H6O at a distorted geometry from the OMol25 dataset. Energies are from the ωB97M-V functional and the def2-TZVPD basis.

The value obtained for the energy above the lowest of the compared OMol25 structures with the same formula, charge and spin is 115.1 kcal per mole. The calculation puts the HOMO energy (alpha / beta) at -8.858 / -9.746 eV. For the LUMO energy (alpha / beta), the calculation gives -1.30 / -0.22 eV. For the strongest force on any atom, the calculation gives 1.681 eV/Å.

The geometry in ORCA input format:
```
! wB97M-V def2-TZVPD RIJCOSX def2/J DEFGRID3
* xyz 0 1
C -1.770 0.196 -0.075
C -1.032 -1.042 0.033
C 0.323 -0.780 0.641
C 1.020 0.238 0.166
C 2.357 0.724 0.527
O 2.825 1.749 0.077
H -1.297 1.147 0.133
H 0.501 0.852 -0.604
H -2.854 0.199 -0.015
H -0.779 -1.540 -0.912
H -1.691 -1.748 0.561
H 2.924 0.099 1.243
*
```